(1)
{
  "formula": "C8H10N4S",
  "method": "the ωB97M-V functional and the def2-TZVPD basis",
  "lumo_ev": [-10.37, -10.37],
  "total_charge": 2,
  "spin_multiplicity": 1,
  "gap_ev": [6.86, 6.86],
  "largest_force_ev_per_a": 5.63,
  "e_above_lowest_kj_mol": 176.05,
  "e_tot_ha": -927.27743,
  "symbols": ["C", "C", "C", "C", "C", "C", "C", "C", "N", "N", "N", "N", "S", "H", "H", "H", "H", "H", "H", "H", "H", "H", "H"],
  "positions_angstrom": [[-1.893, -1.527, -0.829], [-0.314, 2.500, -1.001], [-0.927, 0.430, -1.481], [-0.945, -0.234, 1.046], [1.903, -0.741, 1.491], [1.569, -1.580, 0.308], [1.395, -0.037, 0.195], [0.009, 0.524, 0.198], [-1.569, -0.599, -1.710], [-1.618, -1.279, 0.500], [-0.014, 1.962, 0.111], [-0.813, 1.686, -1.944], [-1.183, 0.149, 2.651], [-2.007, -2.573, -1.050], [-0.240, 3.668, -1.176], [1.257, -0.900, 2.329], [2.951, -0.423, 1.805], [2.447, -1.994, -0.306], [0.680, -2.086, 0.333], [2.077, 0.442, -0.488], [-2.153, -1.893, 1.261], [0.593, 2.503, 0.666], [-1.206, 2.001, -2.911]],
  "forces_ev_per_a": [[3.13, 0.95, 2.57], [-0.70, 3.51, -1.76], [3.04, 0.26, 4.73], [-0.70, 2.64, 3.26], [1.76, 0.89, -0.53], [3.94, 1.76, -1.12], [-0.47, -1.32, 0.93], [-1.08, -1.09, -4.21], [-2.01, -1.21, -1.87], [-3.30, -3.30, -0.25], [0.41, -0.53, 1.02], [-1.61, 0.18, -2.99], [0.36, -0.43, -2.04], [-1.02, -0.14, -0.61], [0.01, -2.64, 0.29], [-0.33, 0.46, 0.31], [-1.41, -0.96, -0.72], [-1.75, 0.53, 0.90], [-1.66, -1.66, 0.16], [0.29, 0.28, 0.22], [1.50, 1.48, -2.05], [0.74, 0.77, 1.56], [0.87, -0.43, 2.20]]
}

***

(2)
{
  "formula": "C8H10N5OS",
  "method": "the ωB97M-V functional and the def2-TZVPD basis",
  "lumo_ev": 2.97,
  "total_charge": -1,
  "spin_multiplicity": 1,
  "gap_ev": 5.68,
  "largest_force_ev_per_a": 2.79,
  "e_above_lowest_kj_mol": 0.00,
  "e_tot_ha": -1057.97331,
  "symbols": ["C", "C", "C", "C", "C", "C", "C", "C", "N", "N", "N", "N", "N", "O", "S", "H", "H", "H", "H", "H", "H", "H", "H", "H", "H"],
  "positions_angstrom": [[-1.277, -1.312, -0.390], [2.332, -1.906, -0.073], [2.947, -0.703, 0.675], [-0.020, -1.726, -0.763], [1.533, -0.175, 0.684], [-0.197, 1.984, -0.088], [-0.598, 2.562, 1.012], [-0.980, 1.708, -1.369], [-3.429, -1.141, -0.578], [-2.356, -1.396, -1.241], [-1.843, -0.877, 0.805], [-3.176, -0.750, 0.624], [1.108, -1.342, -0.037], [2.760, -2.987, -0.468], [1.552, 1.472, -0.266], [3.437, -1.058, 1.694], [3.490, 0.071, -0.036], [0.172, -2.046, -1.822], [1.018, -0.085, 1.684], [0.034, 3.013, 1.754], [-1.488, -1.053, 1.726], [-1.616, 2.709, 1.204], [-1.086, 0.663, -1.469], [-0.375, 2.231, -2.155], [-1.941, 2.146, -1.109]],
  "forces_ev_per_a": [[-1.39, -0.86, 0.04], [1.13, -0.84, 0.28], [1.93, 0.11, 0.24], [-0.01, 0.32, -0.98], [-1.23, 1.17, 0.94], [1.81, -0.98, -1.78], [0.38, 0.59, 0.62], [0.69, 1.83, 1.99], [-0.95, 1.52, 1.34], [1.85, -0.87, -1.20], [1.87, -0.08, -1.26], [-1.82, -0.58, 0.60], [0.14, -0.72, -0.50], [-0.45, 1.15, 0.11], [-0.82, -0.39, 1.01], [-0.66, 1.32, -2.17], [-0.01, -2.00, 1.74], [-0.37, 0.39, 1.32], [0.44, 0.41, -1.08], [0.58, -0.52, 0.26], [-0.04, 0.17, 0.03], [-1.64, 0.36, -0.08], [0.02, -0.99, -0.83], [-1.06, -0.66, 0.33], [-0.39, 0.15, -0.96]]
}

***

(3)
{
  "formula": "C8H10NO2",
  "method": "the ωB97M-V functional and the def2-TZVPD basis",
  "lumo_ev": [-4.73, -5.79],
  "total_charge": 1,
  "spin_multiplicity": 1,
  "gap_ev": [7.35, 7.60],
  "largest_force_ev_per_a": 3.75,
  "e_above_lowest_kj_mol": 552.23,
  "e_tot_ha": -515.63964,
  "symbols": ["C", "C", "C", "C", "C", "C", "C", "C", "N", "O", "O", "H", "H", "H", "H", "H", "H", "H", "H", "H", "H"],
  "positions_angstrom": [[3.200, -0.595, -0.118], [1.953, -1.162, -0.330], [3.033, 0.780, -0.095], [1.072, -0.063, -0.325], [-1.152, -1.113, -0.223], [-2.656, -0.614, -0.188], [-2.535, 0.802, -0.338], [-0.325, 0.061, -0.380], [-1.118, 1.299, -0.496], [-0.826, -2.275, -0.217], [1.761, 1.093, -0.118], [4.107, -1.144, 0.017], [1.524, -2.078, -0.479], [3.944, 1.445, -0.184], [-3.258, -1.084, -0.967], [-3.216, -0.877, 0.726], [-3.140, 1.674, -0.041], [-0.604, -0.144, 2.688], [-0.041, 0.338, 2.358], [-0.891, 1.624, -1.456], [-0.831, 2.034, 0.165]],
  "forces_ev_per_a": [[-0.12, -0.35, -0.16], [-0.55, 2.84, 0.46], [3.57, -1.15, 0.16], [-1.52, 0.84, 0.23], [-1.94, -0.02, -0.59], [0.46, -1.03, 0.49], [0.00, 3.39, 0.18], [1.51, -1.48, 0.48], [1.11, -1.51, -0.68], [0.25, 0.46, 0.23], [-0.60, 1.48, -0.86], [0.42, 0.07, -0.22], [-0.20, -2.53, -0.18], [-1.98, -0.01, 0.48], [0.19, -0.12, -0.35], [0.46, -0.04, 0.03], [-0.17, -1.06, -0.24], [1.39, 1.23, -0.79], [-1.41, -1.20, 0.90], [-0.61, 0.38, 0.49], [-0.26, -0.20, -0.05]]
}

***

(4)
{
  "formula": "C8H10NO2",
  "method": "the ωB97M-V functional and the def2-TZVPD basis",
  "lumo_ev": -3.81,
  "total_charge": 1,
  "spin_multiplicity": 1,
  "gap_ev": 9.41,
  "largest_force_ev_per_a": 2.94,
  "e_above_lowest_kj_mol": 77.57,
  "e_tot_ha": -515.82042,
  "smiles": "[NH3+]Cc1ccccc1C(=O)O",
  "symbols": ["N", "C", "C", "C", "C", "C", "C", "C", "C", "O", "O", "H", "H", "H", "H", "H", "H", "H", "H", "H", "H"],
  "positions_angstrom": [[-1.210, 2.066, -0.586], [-0.636, 1.193, 0.683], [-0.049, -0.082, 0.302], [-0.990, -1.113, 0.293], [-0.631, -2.457, 0.115], [0.732, -2.759, -0.282], [1.680, -1.754, -0.145], [1.323, -0.439, 0.159], [2.446, 0.592, 0.008], [2.180, 1.754, -0.060], [3.645, 0.053, -0.015], [-2.218, 2.003, -0.762], [-1.023, 2.994, -0.172], [-0.521, 1.885, -1.357], [-1.579, 1.116, 1.419], [0.109, 1.874, 1.060], [-2.122, -0.909, 0.498], [-1.433, -3.198, 0.134], [1.057, -3.797, -0.465], [2.701, -1.888, -0.219], [4.446, 0.714, -0.079]],
  "forces_ev_per_a": [[1.97, 0.00, 1.77], [-2.27, 1.66, 0.85], [0.00, -1.72, 0.14], [-1.55, -1.16, 0.46], [1.41, 0.34, -1.62], [-1.59, -0.18, 1.76], [-2.27, 0.63, 0.33], [-0.02, 0.45, -1.00], [-1.48, -0.88, 0.83], [0.03, 1.50, -0.30], [2.72, 1.08, -0.13], [0.52, -0.46, -0.43], [-0.26, -0.14, -0.95], [-1.30, 0.34, 0.41], [2.30, 0.10, -1.74], [0.06, 0.18, 0.35], [2.30, -0.20, -0.31], [0.54, 0.03, -0.01], [-0.35, 0.66, -0.04], [1.82, -0.84, -0.50], [-2.58, -1.38, 0.12]]
}

***

(5)
{
  "formula": "C8H10NO3P",
  "method": "the ωB97M-V functional and the def2-TZVPD basis",
  "lumo_ev": [-1.24, -1.62],
  "spin_multiplicity": 1,
  "gap_ev": [7.60, 6.31],
  "largest_force_ev_per_a": 4.60,
  "e_above_lowest_kj_mol": 478.48,
  "e_tot_ha": -932.48819,
  "symbols": ["C", "C", "C", "C", "C", "C", "C", "C", "N", "O", "O", "O", "P", "H", "H", "H", "H", "H", "H", "H", "H", "H", "H"],
  "positions_angstrom": [[3.620, 0.771, 0.623], [2.505, 1.317, 1.143], [3.538, -0.256, -0.317], [1.316, 0.859, 0.738], [2.326, -0.664, -0.851], [1.221, -0.091, -0.325], [-3.575, -1.680, 0.443], [-0.223, -0.412, -0.661], [-2.641, 1.689, -0.476], [-3.676, 2.063, 0.014], [-2.297, 1.732, -1.671], [-2.335, -1.456, -0.157], [-1.319, -0.499, 0.694], [4.607, 1.113, 0.928], [2.594, 2.022, 1.893], [4.450, -0.517, -0.888], [0.462, 1.349, 1.140], [2.284, -1.322, -1.582], [-3.947, -2.769, 0.366], [-4.371, -1.124, -0.089], [-3.521, -1.258, 1.441], [-0.377, -1.336, -1.166], [-0.643, 0.468, -1.239]],
  "forces_ev_per_a": [[2.38, -1.48, -1.05], [0.35, -0.29, 0.41], [1.41, 1.06, -1.18], [-0.80, -0.90, -1.96], [0.82, 2.65, 3.30], [-2.54, 1.14, 2.33], [-2.38, -0.90, -0.28], [1.50, 1.55, -0.99], [1.16, -1.71, -0.38], [0.25, 0.27, -0.64], [-0.80, 0.32, 1.74], [0.79, 0.09, 0.26], [-1.73, 0.42, -0.57], [-0.18, -0.04, -0.05], [0.00, 1.53, 1.36], [-0.42, -0.27, 0.82], [-0.95, 0.08, 0.17], [-0.23, -3.09, -3.40], [1.19, 1.51, 0.47], [0.53, 0.05, 0.09], [-0.53, -0.53, 0.51], [0.04, -0.54, -0.90], [0.13, -0.92, -0.06]]
}